{
  "formula": "C20H59AsF6N5O7",
  "method": "wB97M-V/def2-TZVPD",
  "largest_force_ha_per_bohr": 0.05981,
  "lumo_ha": [0.155, 0.154],
  "total_energy_ha": -4432.806170,
  "total_charge": -2,
  "e_homo_ev": [1.83, -3.70],
  "s2": 0.752,
  "gap_ha": [0.08785, 0.28957],
  "spin_multiplicity": 2,
  "elements": ["As", "F", "F", "F", "F", "F", "F", "O", "H", "H", "O", "H", "H", "C", "C", "C", "O", "C", "N", "H", "H", "H", "H", "H", "H", "H", "H", "H", "H", "H", "C", "C", "C", "O", "C", "N", "H", "H", "H", "H", "H", "H", "H", "H", "H", "H", "H", "C", "C", "C", "O", "C", "N", "H", "H", "H", "H", "H", "H", "H", "H", "H", "H", "H", "C", "C", "C", "O", "C", "N", "H", "H", "H", "H", "H", "H", "H", "H", "H", "H", "H", "C", "C", "C", "O", "C", "N", "H", "H", "H", "H", "H", "H", "H", "H", "H", "H", "H"],
  "coordinates": [[0.94601, -0.95990, -0.59053], [1.86205, 0.55418, -0.76205], [0.24515, -0.39622, 0.99401], [0.20918, -2.57853, -0.36863], [1.66846, -1.54187, -2.11658], [2.32478, -1.63161, 0.37961], [-0.43780, -0.34395, -1.50696], [3.28812, -3.71478, 1.24421], [3.09198, -2.87198, 0.83501], [3.96618, -3.51603, 1.88993], [0.21069, -3.98537, 1.59841], [1.15139, -3.91125, 1.75906], [0.08625, -3.61314, 0.72538], [0.58129, -1.08861, 5.29880], [1.98751, -1.55838, 4.97547], [2.20432, -3.08624, 4.80930], [1.90615, -3.80513, 5.99747], [2.88725, -3.75906, 7.00363], [2.39810, -0.96472, 3.72894], [0.23668, -1.43536, 6.27303], [-0.07064, -1.40518, 4.48464], [0.43202, -0.01021, 5.24510], [2.71602, -1.19212, 5.69881], [3.16579, -3.40653, 4.40795], [1.39700, -3.41064, 4.15272], [3.83366, -4.19249, 6.68029], [2.55236, -4.35232, 7.85451], [3.17061, -2.82870, 7.49580], [3.26429, -1.30763, 3.33878], [1.82688, -1.28222, 2.95887], [-0.77788, 0.31481, -4.88139], [0.14321, -0.76791, -5.32206], [1.66938, -0.34854, -5.31774], [1.91297, 0.98070, -5.92829], [1.44967, 1.13838, -7.27012], [-0.01991, -1.93810, -4.45216], [-1.81770, 0.03019, -5.04217], [-0.66106, 1.15752, -5.56278], [-0.72313, 0.64229, -3.84319], [-0.16878, -0.97929, -6.34485], [2.31464, -1.05726, -5.83682], [2.07949, -0.17066, -4.32362], [0.38458, 0.96180, -7.42018], [1.88753, 0.51151, -8.04692], [1.44569, 2.21570, -7.43588], [0.42263, -1.80606, -3.55392], [-0.95753, -1.96811, -4.07789], [-3.38272, -3.66027, 0.74002], [-2.97439, -2.23061, 0.60961], [-4.21957, -1.29089, 0.66944], [-4.85203, -1.33416, -0.56953], [-6.14663, -0.71598, -0.62625], [-2.16646, -2.01153, 1.79662], [-2.48841, -4.26413, 0.58619], [-4.13244, -3.85463, -0.02695], [-3.74482, -3.87562, 1.74531], [-2.28064, -2.07167, -0.21594], [-3.94109, -0.24181, 0.76934], [-4.77943, -1.63116, 1.54058], [-6.45098, -0.66472, -1.67164], [-6.10187, 0.24100, -0.10637], [-6.87748, -1.38103, -0.16618], [-1.83096, -1.07977, 1.59820], [-1.31859, -2.56037, 1.79757], [-2.69057, 0.90542, 3.82736], [-2.08103, 1.90016, 2.87277], [-2.41944, 3.40166, 3.10462], [-1.97611, 4.05263, 1.96417], [-2.87502, 5.03196, 1.41894], [-0.64783, 1.77025, 2.80657], [-3.75248, 0.89601, 3.58166], [-2.42149, 1.22990, 4.83255], [-2.29546, -0.10210, 3.69736], [-2.48720, 1.63434, 1.89683], [-2.12255, 3.79192, 4.07809], [-3.49589, 3.47983, 2.95219], [-2.35078, 5.49828, 0.58479], [-2.95830, 5.91869, 2.04733], [-3.89868, 4.76712, 1.15419], [-0.30921, 2.55668, 2.27087], [-0.36148, 0.90621, 2.36891], [4.60102, 2.46896, -3.93490], [3.69180, 3.00206, -2.89831], [2.26919, 3.08480, -3.43897], [1.49591, 3.90603, -2.56784], [0.38587, 4.40269, -3.13846], [3.67856, 2.34508, -1.59629], [5.65591, 2.53436, -3.66841], [4.34229, 2.95021, -4.87807], [4.38106, 1.42711, -4.16789], [4.15767, 3.95527, -2.64842], [1.76573, 2.15528, -3.70471], [2.35613, 3.61035, -4.38994], [0.49530, 4.67034, -4.18941], [0.13759, 5.32383, -2.61125], [-0.41362, 3.66572, -3.06224], [3.27644, 1.42728, -1.72293], [2.86985, 2.73846, -1.13658]],
  "atomic_forces_ev_per_a": [[0.4290, 0.6079, 0.3464], [0.6202, 1.5231, -0.1926], [-0.8420, 0.5624, 1.4960], [-1.4659, -1.6453, -0.8189], [0.9044, -0.5923, -1.5678], [1.6228, -0.1082, 0.8131], [-1.8046, 0.7493, -1.1318], [0.5924, -1.6325, 0.8261], [-0.5759, 0.9851, -0.6562], [0.1458, -0.0350, 0.1363], [-0.5157, -1.1398, 1.6526], [0.5038, 0.0478, -0.1546], [0.2306, 0.3972, -0.6106], [-0.2239, -0.2298, -0.2615], [1.6618, -0.4460, -0.5870], [-2.0720, 0.4194, 0.8882], [0.3981, -0.0767, 1.1782], [0.2091, -0.6617, 0.4097], [0.0561, 0.7111, -1.3963], [-0.1329, -0.2363, -0.1280], [-0.2804, -0.5671, 0.1519], [0.7037, 0.1817, 0.1789], [-0.0969, 0.0719, 0.5000], [0.2557, 0.4095, -0.0316], [0.2511, -0.1233, -0.4662], [0.2100, -0.2005, -0.3309], [-0.2872, -0.3517, -0.1812], [-0.4415, 0.8425, -0.5943], [0.7643, -0.0086, 0.7172], [-1.0801, 0.3233, -0.2296], [-0.7278, 1.5446, -0.3505], [1.1237, -0.2111, 1.2621], [-0.6347, 1.3945, -0.5611], [-0.7056, -1.1031, -0.8810], [-0.9615, 0.4850, 0.9297], [-0.0089, -0.6407, -0.3786], [-0.1219, -0.4367, 0.0604], [0.0942, 0.5153, 0.2163], [0.4700, -0.1469, 0.0319], [0.2834, -0.5392, -0.2158], [-0.2061, -0.3339, -0.0343], [-0.4207, -0.4836, 0.2151], [-0.4179, -0.5213, 0.5558], [0.8662, 0.1561, 0.1081], [0.8977, 0.0125, -0.4783], [1.1518, 0.2686, 0.1157], [-0.6857, -0.0351, -0.6207], [-0.2621, -0.5191, -1.0671], [0.1718, -0.0792, 1.1909], [1.9283, -0.0939, -0.3335], [-1.7292, -0.4191, -1.2051], [1.1741, -1.1408, 0.2690], [-0.4876, 1.8580, 0.6613], [-0.1404, -0.2647, -0.1268], [-0.1196, -0.5924, 0.0215], [-0.2151, 0.1423, -0.0152], [-0.7849, 0.1604, -0.8171], [0.4120, 0.2006, 0.7569], [-0.6017, 0.0205, -0.0184], [0.3026, 0.4449, -0.0192], [-0.2925, 0.2598, -0.1887], [-0.2142, 0.0667, 0.4662], [0.7059, 0.4182, 0.6468], [0.1269, -0.4472, -0.1511], [0.1992, 0.5886, 0.1746], [0.6276, -0.0382, -0.4141], [-1.9694, -2.2045, -0.8486], [0.2085, 1.9666, -1.3886], [1.6499, 0.9237, 0.3819], [0.1953, 0.6672, 1.0045], [-0.2626, -0.1713, 0.6956], [-0.5079, -0.1298, 0.3646], [0.0141, 0.0793, -0.2619], [-0.4496, 0.3612, -0.4632], [0.4193, 0.2342, -0.0692], [-0.6025, -0.2745, 1.1553], [-0.1238, -0.6417, -0.5094], [-0.1664, -0.0542, 0.8624], [0.1364, -0.8741, -0.0252], [0.4297, -0.2774, -0.2898], [0.2230, -0.1093, -0.3306], [0.0794, -1.5188, -0.9017], [-0.5471, 0.0787, 1.3600], [0.4595, 1.5747, -0.5129], [2.4267, -0.8451, 0.5511], [-1.7672, 0.5403, -0.2871], [0.2667, -0.4272, -0.3556], [-0.0464, 0.1935, -0.1018], [0.5572, 0.4001, -0.0939], [0.0683, -0.3463, 0.2268], [-0.8801, 0.8646, -0.3443], [0.2001, -0.4039, 0.5727], [-0.2219, 0.3125, -0.4488], [0.2324, 0.0024, -0.3816], [-0.3952, -0.0103, 0.1281], [-0.5568, 0.1086, -0.0921], [0.3565, -0.7716, 0.0195], [0.0367, 0.4845, 0.6222]],
  "lowdin_spin": [0.188, 0.105, 0.118, 0.108, 0.099, 0.094, 0.114, 0.013, 0.006, 0.002, 0.010, 0.002, 0.006, 0.001, 0.001, 0.002, 0.001, 0.000, 0.004, 0.000, 0.001, 0.000, 0.000, 0.001, 0.001, 0.000, 0.000, 0.000, 0.003, 0.005, 0.006, 0.002, 0.004, 0.000, 0.001, 0.005, 0.001, 0.000, 0.005, 0.000, 0.001, 0.003, 0.000, 0.000, 0.000, 0.005, 0.003, 0.003, 0.004, 0.002, 0.004, 0.001, 0.003, 0.002, 0.000, 0.000, 0.005, 0.001, 0.000, 0.000, 0.000, 0.000, 0.004, 0.002, 0.001, 0.002, 0.001, 0.002, 0.002, 0.006, 0.000, 0.000, 0.000, 0.001, 0.000, 0.000, 0.000, 0.000, 0.000, 0.001, 0.005, 0.001, 0.001, 0.002, 0.003, 0.002, 0.006, 0.000, 0.000, 0.000, 0.000, 0.001, 0.000, 0.000, 0.000, 0.002, 0.005, 0.003]
}